Density functional theory data (wB97M-V/def2-TZVPD) for 9 unconnected molecules or ions with the total composition C73H70BrN3O21P.

The geometry in XYZ format:
```
169
Properties=species:S:1:pos:R:3:forces:R:3:lowdin_charge:R:1
C 0.607634 2.763180 1.365089 7.33 -5.00 -5.18 0.11
C 1.588255 2.023921 0.637059 -5.99 4.78 4.95 -0.05
C 2.879850 1.207676 -0.029351 -0.27 2.13 0.77 -0.13
N 2.720840 -0.322025 0.100765 -0.36 -3.00 -0.08 0.00
C 3.336749 -1.070302 1.302797 -1.03 -3.19 -0.71 -0.03
N 4.056600 -0.287495 2.377796 -1.95 -1.36 -1.04 0.01
C 3.113824 0.462259 3.294161 1.69 5.69 4.50 -0.25
C 1.546978 0.082109 3.604840 0.20 0.65 -0.03 -0.02
O 3.646478 1.528304 3.952677 -3.03 -7.08 -4.46 -0.03
C 5.084706 -1.104857 3.123727 -0.98 -4.20 6.00 -0.25
C 6.690881 -1.194205 2.810050 0.08 1.03 0.32 -0.01
O 4.644789 -1.807495 4.203004 2.47 4.63 -6.91 -0.02
C 3.185556 -2.722095 1.466393 -1.91 1.43 -3.82 0.13
C 2.395365 -3.613444 0.292626 0.41 4.57 -0.08 -0.02
C 2.260620 -5.252969 0.421207 1.04 0.36 0.83 -0.17
C 3.179793 -6.063069 -0.709315 -1.32 0.29 -1.58 -0.67
C 2.331600 -7.282751 -1.408231 -0.67 -0.92 0.47 -0.17
Br 4.855761 -6.870578 0.063053 -1.31 1.47 -0.60 0.76
C 1.766384 -2.714050 -0.955973 1.45 1.01 2.41 0.00
C 0.980388 -3.584045 -2.129376 1.14 0.16 0.27 -0.11
C -0.342893 -4.389539 -1.595690 -1.56 -3.94 -2.54 -0.29
C -1.248783 -4.030937 -0.277730 1.29 -0.13 -0.47 -0.05
N -0.732743 -5.526044 -2.315560 2.11 5.16 2.93 0.09
C 1.931503 -1.049998 -1.007938 0.68 -3.31 1.64 0.02
C 1.211585 -0.311242 -2.281671 -0.70 -0.22 -0.23 -0.12
C -0.451571 -0.491032 -2.277750 -0.06 1.23 -0.37 -0.20
C -1.135378 -0.158081 -0.824221 -0.70 -1.08 -1.04 -0.20
P -2.425629 1.293736 -0.893278 -1.40 2.09 5.40 0.83
O -2.401823 1.920875 0.592076 0.37 -1.78 -5.40 -0.40
O -4.066490 0.633967 -1.062658 2.71 2.43 -0.05 -0.30
C -5.043003 1.601196 -0.461994 -1.80 1.29 0.79 -0.26
C -5.495676 1.156469 1.063330 1.24 -0.41 0.43 -0.12
O -2.056198 2.478055 -2.115485 -0.02 -2.50 2.18 -0.31
C -0.901023 3.313058 -1.743097 0.53 2.52 -0.17 -0.27
C -0.859436 4.547999 -2.868726 -1.08 -0.65 0.22 -0.08
H -0.154702 3.473099 1.934318 1.91 -2.08 -1.66 0.10
H 3.071758 1.535793 -1.161220 -0.88 -0.96 2.50 0.12
H 3.845296 1.601633 0.552452 -2.21 -1.33 -1.03 0.15
H 1.085789 1.019218 4.182457 1.30 -2.14 -1.34 0.12
H 0.936266 -0.027969 2.612061 1.21 -0.07 1.92 0.07
H 1.471738 -0.870274 4.309041 0.36 1.93 -1.74 0.12
H 7.241791 -0.751412 3.771618 -1.47 -0.95 -1.96 0.12
H 7.054840 -0.517165 1.911134 -1.02 -1.65 1.73 0.10
H 7.042959 -2.311774 2.731979 -1.01 2.25 -0.02 0.11
H 3.601002 -3.341899 2.368580 -0.70 1.84 -1.74 0.12
H 1.139111 -5.635015 0.429696 2.39 1.08 -0.33 0.11
H 2.725893 -5.537876 1.475449 -1.09 0.71 -2.16 0.11
H 3.531892 -5.342205 -1.578813 -0.56 -1.38 2.10 0.09
H 2.901584 -8.321121 -1.290616 -1.16 2.43 -0.44 0.08
H 1.293065 -7.437249 -0.847624 2.20 0.44 -1.23 0.09
H 2.085397 -7.096358 -2.549284 0.69 -0.26 2.40 0.09
H 1.763258 -4.420507 -2.465472 -1.74 1.77 0.81 0.11
H 0.791443 -2.945276 -3.120214 0.15 -1.34 2.47 0.12
H -0.967429 -4.837192 0.551704 -0.91 1.69 -1.82 0.09
H -0.889770 -2.995786 0.131853 -0.97 -1.89 -0.73 0.06
H -2.398875 -4.062812 -0.566661 2.63 0.06 0.71 0.11
H -0.087815 -5.668478 -3.123404 -0.42 0.25 0.68 0.05
H 1.558945 -0.827560 -3.298386 -0.33 1.14 2.41 0.14
H 1.393560 0.841393 -2.362109 0.05 -2.32 0.40 0.10
H -0.839970 0.355386 -3.024781 1.01 -1.92 1.43 0.12
H -0.802418 -1.507857 -2.738404 0.76 1.89 1.17 0.11
H -0.374949 0.142755 0.012357 -1.58 -0.40 -1.59 0.08
H -1.770905 -1.108017 -0.508701 1.31 2.17 -0.36 0.10
H -4.630909 2.720251 -0.503461 -0.74 -2.61 0.26 0.13
H -6.047276 1.628754 -1.100686 2.44 -0.48 0.92 0.12
H -5.442712 -0.030309 1.155558 -0.23 2.66 -0.41 0.09
H -6.577005 1.489487 1.362628 2.21 -0.54 -0.94 0.08
H -4.736372 1.575218 1.870851 -1.47 -0.73 -1.89 0.08
H -1.121510 3.803734 -0.695068 0.70 -1.34 -1.99 0.11
H 0.123825 2.748138 -1.762313 -2.07 0.79 0.15 0.10
H -1.568736 5.437274 -2.517227 1.66 -1.94 -0.69 0.09
H -1.369559 4.089968 -3.836713 1.38 1.08 1.83 0.09
H 0.222534 4.948429 -3.069400 -2.20 -0.91 0.38 0.08
C 5.223829 3.096258 6.703372 0.12 -0.13 -0.46 0.02
C 6.211300 2.790067 5.856335 -0.41 0.06 0.10 0.01
C 7.621129 2.782249 6.293981 0.57 -0.15 -0.47 -0.39
O 8.525750 2.504065 5.518876 -0.54 0.10 0.41 0.09
C 7.897154 3.124118 7.703497 -0.13 0.12 0.42 0.02
C 6.909682 3.430311 8.550535 0.48 -0.07 -0.08 0.02
C 5.499854 3.438127 8.112889 -0.70 0.23 0.62 -0.38
O 4.595233 3.716312 8.887994 0.62 -0.20 -0.55 0.10
H 4.184529 3.107394 6.398445 0.02 -0.02 0.00 0.12
H 6.025086 2.536386 4.819614 -0.03 0.00 0.04 0.10
H 8.936455 3.112983 8.008424 -0.02 -0.01 -0.04 0.12
H 7.095897 3.683990 9.587254 -0.04 0.00 -0.03 0.12
C -3.130568 6.700283 -6.984402 0.11 0.10 0.43 0.03
C -2.294956 6.831136 -5.949532 -0.41 0.00 -0.10 0.03
C -0.868334 6.470180 -6.066465 0.32 0.12 0.47 -0.38
O -0.103229 6.587742 -5.119203 -0.29 -0.02 -0.47 0.06
C -0.400827 5.960855 -7.371007 -0.07 -0.13 -0.41 0.02
C -1.236439 5.830002 -8.405877 0.49 -0.06 0.19 0.03
C -2.663061 6.190957 -8.288944 -0.73 -0.04 -0.77 -0.38
O -3.428166 6.073396 -9.236205 0.59 0.06 0.69 0.11
H -4.179926 6.959750 -6.915313 0.03 -0.01 -0.03 0.13
H -2.622355 7.203936 -4.986387 0.05 0.06 -0.02 0.11
H 0.648531 5.701386 -7.440096 -0.01 0.02 0.02 0.12
H -0.909041 5.457202 -9.369021 -0.05 0.03 0.01 0.12
C 6.158474 2.573062 -4.752537 -0.43 -0.32 -0.07 0.03
C 4.884791 2.383423 -4.394637 0.33 -0.10 -0.19 0.02
C 4.229290 3.258653 -3.402919 -0.32 0.04 0.03 -0.39
O 3.064155 3.084581 -3.073269 0.32 -0.16 0.08 0.05
C 5.034861 4.351918 -2.823583 0.31 0.19 0.03 0.02
C 6.308544 4.541557 -3.181484 -0.38 0.14 0.29 0.03
C 6.964045 3.666327 -4.173200 1.15 0.23 -0.32 -0.37
O 8.129180 3.840399 -4.502852 -1.01 -0.18 0.28 0.12
H 6.654582 1.939830 -5.477893 0.02 0.04 0.01 0.13
H 4.280384 1.586467 -4.811015 -0.01 0.04 0.00 0.12
H 4.538752 4.985151 -2.098227 -0.02 -0.01 -0.02 0.12
H 6.912951 5.338513 -2.765105 0.00 -0.04 -0.04 0.13
C -6.800612 -5.335853 -3.814190 0.12 0.41 -0.26 0.03
C -5.866995 -4.489680 -4.259923 -0.43 -0.11 0.01 0.02
C -4.445282 -4.658908 -3.900332 0.45 0.41 -0.24 -0.39
O -3.590364 -3.883743 -4.306222 -0.38 -0.35 0.25 0.08
C -4.095237 -5.799707 -3.030935 -0.09 -0.36 0.24 0.01
C -5.028855 -6.645879 -2.585202 0.41 0.17 -0.03 0.03
C -6.450567 -6.476651 -2.944793 -0.72 -0.69 0.35 -0.38
O -7.305485 -7.251816 -2.538903 0.62 0.58 -0.29 0.11
H -7.847869 -5.225642 -4.067873 0.02 -0.04 0.02 0.12
H -6.107637 -3.648526 -4.898961 0.04 -0.02 0.01 0.12
H -3.047980 -5.909917 -2.777251 0.04 0.02 -0.01 0.08
H -4.788213 -7.487032 -1.946165 -0.04 0.01 -0.03 0.12
C 4.873682 -10.389779 2.190687 0.16 0.46 -0.29 0.03
C 5.807298 -9.543608 1.744954 -0.31 -0.28 0.12 -0.03
C 7.229011 -9.712836 2.104544 0.66 0.46 -0.23 -0.38
O 8.083929 -8.937671 1.698654 -0.60 -0.42 0.22 0.10
C 7.579056 -10.853634 2.973941 -0.11 -0.37 0.24 0.02
C 6.645439 -11.699805 3.419675 0.46 0.15 -0.03 0.03
C 5.223726 -11.530578 3.060083 -0.68 -0.70 0.37 -0.38
O 4.368808 -12.305743 3.465973 0.59 0.59 -0.31 0.11
H 3.826424 -10.279569 1.937003 -0.01 -0.04 0.02 0.12
H 5.566657 -8.702453 1.105917 0.17 -0.55 0.31 -0.06
H 8.626313 -10.963844 3.227625 -0.02 0.03 -0.03 0.12
H 6.886080 -12.540960 4.058711 -0.05 0.02 -0.03 0.13
C -2.212707 9.915564 -1.158806 0.05 0.12 0.44 0.02
C -1.377096 10.046417 -0.123936 -0.45 0.04 -0.19 0.02
C 0.049526 9.685461 -0.240869 0.63 0.10 0.72 -0.39
O 0.814630 9.803022 0.706393 -0.52 -0.11 -0.63 0.10
C 0.517033 9.176136 -1.545411 -0.13 -0.12 -0.42 0.02
C -0.318579 9.045283 -2.580281 0.47 -0.04 0.11 0.02
C -1.745200 9.406238 -2.463348 -0.47 -0.05 -0.59 -0.38
O -2.510305 9.288677 -3.410609 0.42 -0.01 0.54 0.09
H -3.262065 10.175031 -1.089717 0.02 -0.01 -0.03 0.12
H -1.704494 10.419217 0.839209 0.05 -0.01 -0.02 0.12
H 1.566391 8.916667 -1.614500 -0.02 0.03 0.03 0.12
H 0.008820 8.672483 -3.543425 -0.06 -0.04 0.01 0.11
C -10.426300 -0.057309 -0.919746 0.51 0.13 -0.07 0.03
C -9.201833 -0.003265 -0.386748 -0.29 0.06 -0.33 0.03
C -8.945115 -0.466028 0.991351 0.57 -0.04 0.37 -0.37
O -7.825088 -0.415075 1.480693 -0.93 -0.29 -0.25 0.05
C -10.092944 -0.992024 1.756609 -0.44 -0.07 0.01 0.02
C -11.317410 -1.046068 1.223612 0.30 -0.08 0.39 0.03
C -11.574129 -0.583305 -0.154487 -1.02 -0.06 -0.40 -0.38
O -12.694156 -0.634257 -0.643829 0.88 0.05 0.36 0.11
H -10.631909 0.278657 -1.928756 -0.04 -0.01 0.03 0.13
H -8.349461 0.379165 -0.935407 0.00 -0.02 0.03 0.11
H -9.887334 -1.327990 2.765620 0.02 0.02 -0.03 0.12
H -12.169782 -1.428497 1.772271 0.01 0.02 -0.05 0.13
C -5.728820 0.335877 5.456543 0.16 -0.12 -0.43 0.03
C -4.741348 0.029686 4.609507 -0.42 0.03 0.07 0.02
C -3.331519 0.021869 5.047152 0.50 -0.15 -0.47 -0.38
O -2.426898 -0.256316 4.272048 -0.39 0.11 0.40 0.08
C -3.055494 0.363738 6.456669 -0.16 0.13 0.40 0.02
C -4.042966 0.669930 7.303705 0.51 -0.06 -0.07 0.03
C -5.452794 0.677747 6.866061 -0.80 0.24 0.62 -0.38
O -6.357415 0.955932 7.641165 0.68 -0.21 -0.57 0.11
H -6.768120 0.347013 5.151617 0.02 0.00 0.02 0.12
H -4.927562 -0.223994 3.572787 0.02 0.02 0.03 0.10
H -2.016194 0.352602 6.761596 -0.01 0.00 -0.02 0.12
H -3.856752 0.923609 8.340426 -0.04 -0.01 -0.03 0.13
```
Forces are in eV/Å.

Computed properties:
- net charge = +1
- 2S+1 = 1
- HOMO level (eV) = -11.57
- ΔE to the lowest compared entry with this formula, charge and spin (kcal per mole) = 374.1
- total energy (a.u.) = -7482.09401
- LUMO level (eV) = -4.809